The following is a quantum chemistry calculation of one molecule with the formula C4H5N3, from the OMol25 dataset.

Structure (XYZ):
```
12
Properties=species:S:1:pos:R:3:forces:R:3
C -1.271261 0.055587 1.338741 -0.5 -0.3 -0.4
C -1.422126 -1.157666 -0.490358 -0.8 -0.5 -3.3
C 0.560661 0.200430 -0.273759 -1.4 -0.4 -0.3
C 1.664969 1.031382 -0.184433 3.0 1.5 3.4
N -2.041309 -0.421926 0.478130 -2.6 0.0 -0.2
N -0.385454 0.539404 1.916238 1.7 1.0 1.1
N -0.147905 -0.554383 -0.799031 1.2 0.8 -0.7
H -1.883316 -1.299067 -1.560848 -0.1 0.7 2.2
H -1.091003 -2.116589 -0.268385 0.2 -2.3 0.9
H 1.512793 2.108125 -0.318771 -0.3 -0.4 -0.5
H 2.035201 1.018413 0.923534 -0.7 -0.2 -1.8
H 2.468746 0.596292 -0.761061 0.2 0.2 -0.5
```
Forces are in eV/Å.

Properties
**Energy above the lowest of the compared OMol25 structures with the same formula, charge and spin**: 408.1 kJ/mol
**Frontier orbital gap**: 8.420 eV
**Highest occupied orbital energy**: -0.3035 Eh
**Multiplicity**: 1


The following is a quantum chemistry calculation of C23H43N2OP3SSn as an isolated structure, from the OMol25 dataset.

Structure (XYZ):
```
74
Properties=species:S:1:pos:R:3:forces:R:3
Sn -0.388760 -1.226757 -0.921238 1.9 1.8 1.9
P -0.877649 -0.510376 1.721040 -1.1 -1.2 2.0
P 2.412468 -1.376556 -0.735567 0.9 -1.3 -1.3
P -1.419295 -3.519189 -0.970979 -0.6 -1.5 -0.1
H -0.926573 3.498137 -2.052136 -1.0 0.8 -0.2
C -1.990073 3.200721 -2.085511 0.3 -1.5 0.1
C -2.777424 3.165698 -0.998356 0.6 0.5 -0.1
H -2.556555 3.835943 -0.143022 0.0 -0.9 -0.3
C -0.890703 0.902071 2.916613 0.4 1.2 -0.8
C 0.104369 -1.636271 2.807095 0.5 -0.2 -0.7
C -2.575147 -1.158997 2.125814 0.0 -0.1 -0.6
C 3.062824 -1.409744 -2.451527 -0.8 0.3 -0.2
C 3.831544 -0.501494 0.021834 -1.0 0.8 0.8
C 2.733977 -3.094760 -0.197325 -0.4 0.1 0.2
C -3.228369 -3.476702 -1.099031 -0.1 0.5 0.1
C -1.008428 -4.465874 0.519095 0.5 0.5 0.3
C -0.943423 -4.485278 -2.451605 0.3 -0.1 0.2
H -2.288453 2.694344 -3.028811 0.2 0.2 0.7
H -3.681349 2.554607 -0.952739 -0.1 0.7 -0.2
H -1.163330 1.840183 2.420299 0.2 -0.1 0.2
H 0.094408 0.990541 3.389051 -0.1 0.1 -0.4
H -1.615647 0.685712 3.708986 0.0 -0.3 -0.4
H 1.109747 -1.221461 2.940888 -0.1 -0.2 0.0
H 0.177030 -2.671770 2.452379 0.0 0.3 0.1
H -0.405202 -1.628318 3.778997 0.1 0.0 -0.2
H -3.327795 -0.639822 1.528363 -0.1 -0.1 0.0
H -2.781219 -0.938713 3.181982 0.2 -0.1 -0.3
H -2.676337 -2.245447 1.993319 0.1 0.3 -0.1
H 4.063015 -1.869249 -2.415065 -0.4 0.1 0.0
H 3.146171 -0.379137 -2.819466 0.1 -0.2 0.0
H 2.410430 -1.964730 -3.136797 0.2 0.0 0.1
H 4.723640 -0.996126 -0.403322 -0.5 0.2 0.2
H 3.784341 -0.622753 1.115169 0.3 0.2 -0.4
H 3.782110 0.560217 -0.263829 0.2 -0.3 0.2
H 3.825154 -3.236085 -0.326918 -0.6 -0.2 0.1
H 2.163696 -3.819731 -0.805125 0.4 0.2 0.2
H 2.457785 -3.205895 0.861742 0.3 -0.1 -0.3
H -3.515016 -4.383217 -1.651956 -0.1 0.3 0.3
H -3.534427 -2.586938 -1.655159 -0.1 -0.2 0.0
H -3.713194 -3.452900 -0.118684 0.1 -0.1 -0.1
H -1.350965 -5.491256 0.333917 0.1 0.1 0.2
H -1.495497 -4.030224 1.409681 0.0 -0.3 -0.5
H 0.077809 -4.431365 0.723071 -0.4 -0.3 -0.3
H -1.826454 -5.092591 -2.729570 0.5 0.3 0.1
H -0.096602 -5.150433 -2.248779 -0.1 0.1 0.1
H -0.655493 -3.814058 -3.257353 -0.1 -0.1 -0.2
C -2.670185 -0.907022 -5.104773 1.0 0.4 0.3
C -2.211295 -1.416134 -6.372076 0.0 -1.0 -2.1
C -3.163072 -1.723922 -7.350531 1.6 -0.2 0.1
C -4.517050 -1.377950 -7.141529 -0.1 -0.1 -0.1
C -4.868785 -0.520781 -6.080122 0.2 1.0 1.5
C -3.912765 -0.186260 -5.127611 -1.7 -0.3 -0.2
S -1.898969 -1.295837 -3.664676 -1.7 -0.4 -2.3
H -0.920198 -0.420477 -2.383406 0.6 0.5 1.1
H -1.137387 -1.587115 -6.587288 -0.8 -0.1 0.4
H -2.852850 -2.200647 -8.309129 -0.3 0.4 0.9
H -5.305957 -1.707781 -7.831188 0.4 0.2 0.1
H -5.890284 -0.113950 -5.985773 0.7 -0.2 -0.2
H -4.100566 0.510138 -4.318563 -0.3 -0.1 0.0
N 1.852003 6.858215 0.550729 0.0 -0.9 0.3
C 1.312360 5.722410 0.039434 -0.4 1.1 -0.7
O 0.573801 5.733035 -0.946533 0.7 -0.5 1.1
C 1.667708 4.437953 0.736499 -0.2 -1.5 0.3
C 2.569847 4.285077 1.811324 -0.4 -0.1 -0.7
C 2.769378 3.010355 2.341950 -0.2 -0.8 -0.1
C 2.107845 1.914938 1.756713 0.6 1.0 0.7
N 1.253800 2.044550 0.750221 -0.5 -0.6 -0.2
C 1.005552 3.264663 0.279377 0.4 0.8 0.0
H 1.540753 7.728115 0.171437 -0.1 0.4 -0.3
H 2.369622 6.884241 1.418136 -0.2 0.0 -0.3
H 3.136358 5.131298 2.204638 -0.2 -0.3 0.0
H 3.419016 2.826638 3.198055 -0.1 0.2 -0.3
H 2.242597 0.900190 2.140388 0.2 0.3 0.0
H 0.243838 3.307000 -0.500135 0.4 0.4 0.2
```
Forces are in eV/Å.

Properties
**Frontier orbital gap (spin up / spin down)**: 2.767 / 2.766 eV
**Highest occupied orbital energy (spin up / spin down)**: -0.6475 / -0.6475 Eh
**Net charge**: +4
**Multiplicity**: 1


The following is a quantum chemistry calculation of C13H18N6OPdS as an isolated structure, from the OMol25 dataset.

Structure (XYZ):
```
40
Properties=species:S:1:pos:R:3:forces:R:3
Pd 0.362889 0.930300 -0.065132 0.1 0.5 0.6
C -0.964250 4.993451 0.211254 0.0 0.0 -0.1
C -0.790545 3.526388 0.033428 0.0 -0.1 -0.2
N 0.334618 2.911474 -0.103435 -0.1 -0.1 0.4
N 1.541673 3.567494 -0.143136 0.1 -0.1 0.0
C 2.675036 2.838643 0.001666 -0.1 0.1 0.1
N 3.834172 3.458594 -0.129100 -0.1 0.0 0.1
S 2.617770 1.177816 0.400939 -0.2 -0.1 -0.6
C -1.971999 2.626685 -0.003914 0.0 0.0 0.2
C -3.266019 3.090101 -0.126146 0.1 -0.1 0.1
C -4.306849 2.164195 -0.155765 0.0 -0.1 0.0
C -4.017913 0.818591 -0.046153 0.0 0.1 0.0
C -2.691265 0.423391 0.084490 0.0 0.0 0.1
N -1.698252 1.302249 0.101341 0.1 0.0 -0.7
H -0.035997 5.525797 0.399621 0.0 0.0 0.0
H -1.620807 5.166561 1.064670 0.0 0.0 0.0
H -1.441920 5.430981 -0.667909 0.0 0.0 0.0
H 1.554918 4.553424 -0.362324 0.0 0.0 0.0
H 3.918779 4.443964 -0.327617 0.0 0.0 0.0
H 4.688441 2.935954 -0.006247 0.0 0.0 0.0
H -3.471623 4.148160 -0.195833 0.0 0.0 0.0
H -5.328934 2.501910 -0.256507 0.0 0.0 0.0
H -4.799255 0.073011 -0.065948 0.0 0.0 0.0
H -2.415886 -0.617317 0.187023 0.0 0.0 -0.1
N 0.361277 -1.065695 -0.143177 -0.1 0.0 0.4
C 0.348903 -2.222829 -0.094586 0.1 0.1 -0.2
N 0.298799 -3.511523 -0.091700 0.0 -0.1 0.0
C 0.345103 -4.285055 1.169538 0.1 -0.1 0.1
C 1.706311 -4.960846 1.278287 0.0 0.0 0.0
O 1.975537 -5.729690 0.127102 0.0 0.0 0.0
C 2.020680 -4.944473 -1.043974 0.0 0.0 0.0
C 0.669217 -4.291949 -1.295029 0.1 -0.1 0.0
H -0.446633 -5.033038 1.114720 0.0 0.0 0.0
H 0.154031 -3.619640 2.009906 0.0 0.0 0.0
H 1.712023 -5.644880 2.125356 0.0 0.0 0.0
H 2.492139 -4.207351 1.427243 0.0 0.0 0.0
H 2.275441 -5.610023 -1.866899 0.0 0.0 0.0
H 2.800636 -4.175260 -0.956326 0.0 0.0 0.0
H -0.100345 -5.053474 -1.426014 0.0 0.0 0.0
H 0.680098 -3.636091 -2.163727 0.0 0.0 0.0
```
Forces are in eV/Å.

Properties
**Energy above the lowest of the compared OMol25 structures with the same formula, charge and spin**: 0.0 kJ/mol
**Frontier orbital gap**: 7.162 eV
**Highest occupied orbital energy**: -0.5357 Eh
**Net charge**: +2
**Multiplicity**: 1


The following is a quantum chemistry calculation of a 2-piece molecular cluster, C13H14NP overall, from the OMol25 dataset.

Structure (XYZ):
```
29
Properties=species:S:1:pos:R:3:forces:R:3
C 0.824627 1.538215 -3.466679 2.6 -0.7 3.0
C -2.000281 -3.154350 1.319104 -1.8 0.7 1.4
C -0.340113 1.965078 -2.924929 -1.0 -0.3 0.5
C 1.864705 0.980069 -2.623984 -1.7 0.2 -0.1
C -0.990377 -2.924036 0.441014 1.4 0.9 1.0
C -2.464479 -2.124068 2.168372 0.0 1.0 -0.6
C -0.591468 1.787538 -1.557132 -2.2 0.7 -0.7
C 1.519898 0.753455 -1.297218 -1.2 1.3 -1.6
C -0.268205 -1.741957 0.515549 -0.3 1.6 -1.6
C -2.007751 -0.794231 1.960268 1.2 -2.9 0.7
C 0.313991 1.181878 -0.737899 0.0 -0.2 -0.6
C -0.860128 -0.629630 1.175762 -0.5 -1.6 -0.5
C 2.917605 0.507019 1.891231 0.5 -1.4 -2.0
N -1.259721 2.104937 1.481707 1.0 -2.8 -0.3
P -0.190098 0.955507 0.965550 0.1 3.6 1.4
H 1.031416 1.703207 -4.449256 0.5 0.3 -2.7
H -2.446370 -4.132522 1.309801 -0.2 -0.2 0.3
H -1.117861 2.328604 -3.587040 0.0 0.2 0.2
H 2.861373 0.682953 -2.974829 -0.7 0.1 -0.1
H -0.638471 -3.751761 -0.090351 0.6 -0.9 -1.1
H -3.192343 -2.227992 2.989137 0.2 -0.5 -0.7
H -1.617715 2.036593 -1.183490 1.2 0.0 -0.2
H 2.103906 0.224608 -0.663677 2.3 -1.4 1.6
H 0.603769 -1.559105 -0.183309 -1.0 -0.4 1.1
H -2.286201 -0.081130 2.689652 -0.5 1.1 0.0
H 2.766688 -0.554668 2.228623 0.0 1.7 0.6
H 3.361213 0.420679 0.851940 -0.5 0.6 1.3
H 3.146493 1.434276 2.427552 -0.3 -0.8 0.2
H -1.044101 3.070832 1.324535 0.5 0.3 -0.3
```
Forces are in eV/Å.

Properties
**Energy above the lowest of the compared OMol25 structures with the same formula, charge and spin**: 253.9 kJ/mol
**Frontier orbital gap (spin up / spin down)**: 7.372 / 7.917 eV
**Highest occupied orbital energy (spin up / spin down)**: -0.2689 / -0.3105 Eh
**Multiplicity**: 1